{"formula": "C15H19BF3NNaO19S2", "method": "wB97M-V/def2-TZVPD", "e_lumo_ev": 1.7, "total_charge": -1, "homo_lumo_gap_ev": 9.13, "elements": ["Na", "O", "C", "O", "B", "O", "C", "O", "O", "C", "O", "C", "O", "O", "N", "S", "O", "O", "F", "S", "O", "O", "F", "C", "C", "O", "C", "O", "O", "F", "H", "H", "H", "O", "C", "O", "C", "C", "C", "H", "H", "H", "H", "H", "H", "H", "H", "O", "C", "O", "C", "C", "C", "H", "H", "H", "H", "H", "H", "H", "H"], "xyz": [[-0.18, 0.08, -1.04], [3.66, -3.91, -2.14], [3.57, -2.75, -1.84], [2.72, -1.87, -2.34], [3.20, -0.54, -1.92], [3.88, -0.84, -0.65], [4.38, -2.07, -0.73], [5.21, -2.54, -0.02], [2.16, 0.46, -1.63], [2.34, 1.50, -2.40], [1.72, 2.52, -2.44], [3.61, 1.26, -3.26], [4.09, 0.06, -2.96], [4.06, 2.01, -4.08], [-0.96, -0.75, -3.21], [-1.85, 0.20, -4.09], [-2.68, 1.19, -3.43], [-2.35, -0.37, -5.31], [-0.63, 1.13, -4.58], [-2.17, -1.83, -2.89], [-2.23, -3.00, -3.71], [-3.38, -1.29, -2.34], [-1.54, -2.29, -1.48], [-5.72, 1.62, 1.30], [-4.75, 2.51, 2.03], [-3.55, 2.30, 1.34], [-3.63, 1.12, 0.64], [-2.72, 0.66, 0.06], [-4.90, 0.68, 0.64], [-4.54, 2.07, 3.32], [-6.31, 2.11, 0.54], [-6.41, 1.20, 2.03], [-5.15, 3.52, 2.10], [0.62, -1.56, 0.54], [1.02, -2.29, 1.41], [1.13, -3.62, 1.32], [0.56, -4.22, 0.13], [-0.09, -5.53, 0.60], [1.73, -1.74, 2.63], [1.33, -4.47, -0.59], [-0.20, -3.58, -0.32], [-0.26, -6.14, -0.29], [-0.99, -5.34, 1.19], [0.59, -6.13, 1.22], [2.07, -0.74, 2.38], [2.56, -2.34, 2.99], [1.03, -1.65, 3.46], [0.39, 1.73, 1.21], [0.45, 2.20, 2.32], [1.07, 3.33, 2.61], [1.81, 4.00, 1.60], [0.92, 4.86, 0.72], [-0.33, 1.63, 3.50], [2.35, 3.26, 1.00], [2.54, 4.63, 2.10], [0.39, 5.60, 1.31], [0.18, 4.27, 0.17], [1.54, 5.34, -0.03], [-1.29, 1.30, 3.13], [-0.30, 2.30, 4.35], [0.24, 0.75, 3.82]], "mulliken_charge": [1.000, -0.644, 0.511, -0.508, 1.055, -0.485, 0.569, -0.630, -0.044, 0.533, -0.642, 0.354, -0.485, -0.602, -0.043, 0.953, -0.560, -0.621, -0.295, 0.900, -0.583, -0.517, -0.312, -0.502, 0.346, -0.221, 0.321, -0.287, -0.314, -0.314, 0.309, 0.297, 0.256, -0.447, 0.813, -0.387, 0.646, -1.506, -1.071, 0.143, -0.100, 0.410, 0.352, 0.343, 0.164, 0.388, 0.312, -0.280, 0.745, -0.416, -0.035, -1.060, -0.761, 0.118, 0.314, 0.317, 0.215, 0.381, 0.120, 0.345, 0.141]}